9 unconnected molecules or ions with the total composition C22H65BNO14, computed with wB97M-V/def2-TZVPD.

CARTESIAN COORDINATES (ANGSTROEM)
B: -16.01852 -0.48832 5.04797
H: -16.07598 0.33176 5.74683
H: -16.18383 -0.06370 4.06990
H: -15.00086 -0.84597 5.02167
H: -16.75793 -1.24419 5.26283
C: -13.36231 4.15214 5.78616
C: -14.35234 2.99265 5.67708
O: -15.49314 3.02733 6.61338
O: -12.50189 3.92615 6.92025
H: -13.85287 5.12503 5.81680
H: -12.67181 4.08354 4.94557
H: -13.90465 1.99989 5.72288
H: -14.77623 3.12242 4.68131
H: -16.07229 2.31486 6.33307
H: -13.00321 4.09412 7.72153
C: -18.90572 1.69997 4.04707
C: -19.02015 0.58074 3.04764
O: -18.59841 -0.71051 3.58066
O: -17.57759 1.99735 4.41897
H: -19.43518 1.41047 4.95480
H: -19.51769 2.52241 3.67668
H: -18.57786 0.86982 2.09427
H: -20.09494 0.58400 2.86618
H: -17.75563 -0.63886 4.03474
H: -17.17217 1.20528 4.77932
C: -19.92728 -3.77107 5.61038
C: -19.30264 -2.61138 6.40716
O: -19.02444 -3.00739 7.78503
O: -21.27502 -3.89747 5.82298
H: -19.40645 -4.69391 5.86575
H: -19.89780 -3.62760 4.53026
H: -19.75916 -1.62570 6.31711
H: -18.38245 -2.34303 5.88819
H: -18.77733 -2.17289 8.19018
H: -21.28664 -3.89649 6.78291
C: -15.55055 -4.20465 4.76699
C: -15.88290 -3.52004 3.42920
O: -14.93952 -2.47290 3.00042
O: -14.48817 -5.18028 4.62167
H: -16.44962 -4.69528 5.13991
H: -15.25418 -3.42765 5.47164
H: -16.86673 -3.06503 3.54393
H: -16.05521 -4.30220 2.68986
H: -14.95095 -1.77212 3.65646
H: -13.73176 -4.65172 4.35696
C: -15.77825 1.96380 1.78104
C: -15.15014 2.52972 0.49950
O: -14.73298 1.40247 -0.29635
O: -14.72174 1.41435 2.60108
H: -16.70033 1.38825 1.69970
H: -16.12206 2.79416 2.39780
H: -14.29206 3.15765 0.73930
H: -15.79192 3.18898 -0.08496
H: -14.26930 0.79131 0.28078
H: -15.11226 0.83181 3.25662
C: -9.00622 -2.08491 8.13251
O: -10.21423 -1.56333 7.59119
C: -10.27201 -0.12872 7.63321
C: -11.21971 0.39151 6.54388
N: -10.69573 0.12403 5.16544
C: -11.70497 0.42851 4.19318
C: -11.23877 0.10066 2.73113
O: -11.36421 -1.29149 2.53473
C: -11.57997 -1.78797 1.21915
H: -9.15235 -3.14223 8.35347
H: -8.53768 -1.46189 8.89436
H: -8.23159 -2.05040 7.36644
H: -9.29240 0.32905 7.49575
H: -10.57475 0.13112 8.64757
H: -11.29786 1.47541 6.62849
H: -12.20870 -0.05306 6.65504
H: -10.45778 -0.85417 5.08417
H: -12.05542 1.45716 4.27790
H: -12.56965 -0.15366 4.51178
H: -10.21898 0.45933 2.59153
H: -11.89374 0.62554 2.03571
H: -10.71498 -2.30526 0.80405
H: -11.84983 -1.02999 0.48381
H: -12.34087 -2.56768 1.25356
C: -19.62889 1.12263 8.15549
C: -18.14470 0.95839 8.61200
C: -17.75181 1.58432 9.96522
O: -18.00670 -0.46700 8.82074
H: -19.84049 0.68152 7.18145
H: -19.92312 2.16366 8.02211
H: -20.31879 0.66187 8.86248
H: -17.36255 1.18968 7.88892
H: -17.61770 2.66468 9.91107
H: -16.91862 1.19892 10.55289
H: -18.68489 1.54935 10.52759
H: -17.07279 -0.66641 8.72251
C: -13.50878 -2.43759 7.63147
C: -14.49151 -1.68586 8.45263
C: -14.22813 -0.19026 8.73726
O: -15.76685 -1.81844 7.91044
H: -12.51701 -2.29364 8.06016
H: -13.62913 -2.09386 6.60411
H: -13.75995 -3.49817 7.61864
H: -14.37849 -2.27352 9.36366
H: -14.96561 0.19831 9.43956
H: -14.28002 0.47234 7.87334
H: -13.30757 -0.11537 9.31611
H: -15.79414 -1.28609 7.11203

Charge: -1
Max |F| (hartree/bohr): 0.0837
Total energy (eV): -54694.6798
HOMO-LUMO gap (eV): 9.016